No. 1
50
Properties=species:S:1:pos:R:3 method="wB97M-V/def2-TZVPD" e_homo_ev="-4.769 / -7.597" charge=0 multiplicity=2 homo_lumo_gap_ha="0.1762 / 0.2846" e_lumo_ev="0.0 / 0.1"
Mg 0.12545 -0.00547 -0.10711
Se -5.93554 -3.80255 2.72878
N -5.73784 -2.62700 1.38570
C -4.46890 -2.34204 1.30229
C -3.90223 -1.43016 0.31728
C -4.67251 -0.81085 -0.64223
C -4.07752 0.05233 -1.56271
C -2.70768 0.25874 -1.46215
N -1.92843 -0.30672 -0.55593
C -2.49453 -1.17885 0.35225
C -1.65760 -1.79962 1.29772
N -0.30898 -1.50147 1.27896
C 0.49133 -2.10931 2.14165
C 0.06780 -3.02599 3.09249
C -1.29841 -3.32125 3.14690
C -2.16811 -2.72009 2.26710
C -3.60081 -2.98861 2.27866
N -4.18538 -3.78214 3.13072
H -5.73588 -1.01307 -0.66648
H -4.64833 0.54447 -2.33541
H -2.20753 0.92364 -2.16043
H 1.54051 -1.83762 2.06995
H 0.77853 -3.48893 3.76000
H -1.69265 -4.02367 3.87044
O 2.05506 0.34903 -0.05294
N 2.92383 -0.07659 -0.95785
C 4.22191 0.22857 -0.73967
C 5.20367 -0.15281 -1.60894
C 4.83406 -0.87448 -2.74917
C 3.51509 -1.17139 -2.95848
C 2.50535 -0.77243 -2.05725
S 0.85242 -1.12062 -2.27665
H 4.38701 0.78685 0.16825
H 6.23023 0.10742 -1.40070
H 5.58261 -1.19616 -3.46076
H 3.19389 -1.72638 -3.82770
C 0.49615 2.63640 3.59877
As -0.92272 2.16896 2.40016
C -1.94996 3.74230 2.03321
C -2.05560 0.89334 3.27194
O -0.32685 1.53571 1.00394
H 0.10238 3.09870 4.50256
H 1.16772 3.32205 3.08536
H 1.03761 1.72579 3.84915
H -2.32434 4.18390 2.95531
H -2.78106 3.45704 1.39071
H -1.31602 4.45348 1.50687
H -2.46943 1.30750 4.19069
H -1.46563 0.00276 3.49029
H -2.85606 0.62308 2.58314

***

No. 2
56
Properties=species:S:1:pos:R:3 method="wB97M-V/def2-TZVPD" e_homo_ev="0.321 / -2.449" charge=-2 multiplicity=3 homo_lumo_gap_ha="0.1636 / 0.2636" e_lumo_ev="4.8 / 4.7"
Ti 1.38199 -0.35671 0.34687
N 3.83865 -0.31024 4.18024
C 3.22297 -0.33711 2.92676
S 1.51004 -0.47772 2.88758
N 4.05961 -0.25429 1.93633
N 3.44021 -0.29710 0.67041
C 4.31714 -0.28302 -0.26415
C 4.07468 -0.30098 -1.70986
C 5.19426 -0.38440 -2.54192
C 5.07548 -0.41656 -3.91746
C 3.79027 -0.36399 -4.47468
C 2.67010 -0.27463 -3.68222
C 2.79284 -0.23511 -2.27743
O 1.74205 -0.14177 -1.51750
H 3.24440 0.06697 4.90044
H 4.74173 0.13898 4.13111
H 5.35644 -0.26223 0.06067
H 6.17673 -0.42417 -2.08203
H 5.95720 -0.48022 -4.54160
H 3.67077 -0.39209 -5.55303
H 1.67072 -0.22700 -4.09302
C -4.49305 1.48563 1.76679
N -3.82073 1.24524 0.48183
N -2.91187 0.15289 0.65492
C -1.59526 0.61900 0.35851
O -0.57619 -0.18974 0.42694
C -1.67543 1.94812 0.02604
C -3.00168 2.35902 0.07897
C -3.64444 3.65399 -0.21295
C -3.44011 -1.12338 0.50150
C -2.64926 -2.25171 0.75940
C -3.19698 -3.51577 0.64410
C -4.53380 -3.70390 0.29848
C -5.31231 -2.58609 0.04558
C -4.78033 -1.30447 0.13806
H -5.02699 0.58613 2.07546
H -5.21958 2.28902 1.63746
H -3.76947 1.76485 2.54164
H -0.82373 2.54973 -0.23744
H -2.89987 4.34321 -0.61395
H -4.09158 4.14967 0.66182
H -4.45146 3.55977 -0.95626
H -1.61203 -2.13245 1.02409
H -2.54849 -4.36348 0.83219
H -4.94985 -4.70121 0.22284
H -6.35324 -2.69942 -0.23931
H -5.38544 -0.43808 -0.08593
F 0.80331 4.05870 0.99000
B 1.74464 3.33549 0.24959
F 1.57881 1.92692 0.54276
F 1.52667 3.52651 -1.12295
F 3.04673 3.70180 0.60079
F 2.47281 -3.25823 0.94401
C 1.51498 -2.61033 0.17943
F 0.34908 -3.28942 0.50622
F 1.79785 -3.07463 -1.10618

***

No. 3
49
Properties=species:S:1:pos:R:3 method="wB97M-V/def2-TZVPD" e_homo_ev=-6.412 charge=0 multiplicity=1 homo_lumo_gap_ha=0.2246 e_lumo_ev=-0.3
Be 0.65166 -1.28697 -2.25090
N 0.79917 2.38854 -0.14761
C 2.09522 2.14253 0.27888
C 2.98938 2.88171 1.04390
C 4.22072 2.30269 1.28268
C 4.55415 1.03732 0.77112
C 3.66271 0.30704 0.01231
C 2.41138 0.87204 -0.22168
N 1.31930 0.36739 -0.90543
C 0.40906 1.29468 -0.85326
C -0.84225 1.04920 -1.54993
C -1.96629 1.79330 -1.66723
S -3.07317 0.99181 -2.69534
C -1.99032 -0.31110 -2.86466
N -0.86973 -0.15145 -2.22911
H 0.26612 3.22738 -0.00150
H 2.74282 3.86196 1.43006
H 4.95213 2.84189 1.86957
H 5.53718 0.63392 0.97295
H 3.90931 -0.65951 -0.40741
H -2.18921 2.74941 -1.22507
H -2.19093 -1.18833 -3.46579
S -0.29057 -2.93502 -3.29562
S 1.40029 -3.67807 -4.21645
S 2.16880 -1.96478 -5.01372
S 2.37214 -0.81201 -3.30239
C -3.62367 1.41932 2.12314
C -2.59731 0.40264 1.69976
C -2.92390 -0.60207 0.79668
C -1.99496 -1.54942 0.38335
C -2.42054 -2.68530 -0.50554
C -0.69152 -1.45938 0.88070
C 0.38868 -2.36173 0.38320
O 0.89806 -2.29956 -0.72334
C -0.35763 -0.50960 1.85318
C 1.00757 -0.50154 2.50068
C -1.31479 0.42193 2.23315
H -4.39949 1.53518 1.36637
H -3.16557 2.39273 2.30255
H -4.11188 1.11486 3.05090
H -3.93331 -0.65472 0.40253
H -3.34481 -2.44265 -1.02972
H -2.61252 -3.57428 0.10019
H -1.66506 -2.95618 -1.24765
H 0.78257 -3.12261 1.07787
H 1.79375 -0.82134 1.82043
H 1.01541 -1.17549 3.36116
H 1.27078 0.49327 2.85941
H -1.04895 1.18038 2.96265

***

| no. | E (eV) |
| --- | --- |
| 1 | -175061.067 |
| 2 | -86253.463 |
| 3 | -82148.291 |